No. 1
Here is C19H22N2O3 in the gas phase from the OMol25 dataset. Energies are from the ωB97M-V functional and the def2-TZVPD basis.

Each line ends with the Löwdin charge.
Cartesian coordinates (Å):
C1 2.65429 1.12554 -1.90150  -0.03
C2 1.26926 1.31614 -2.43971  -0.21
C3 1.04143 1.37241 -3.80807  -0.04
C4 -0.23180 1.56339 -4.31589  -0.08
C5 -1.30626 1.70657 -3.45484  -0.08
C6 -1.09741 1.66988 -2.08843  -0.03
C7 0.18201 1.47907 -1.57674  -0.12
C8 0.33306 1.39018 -0.09568  -0.29
O1 0.83511 0.41293 0.44831  0.07
C9 -0.18273 2.52868 0.62994  -0.17
C10 -0.51236 3.79549 0.15956  -0.01
C11 -0.92750 4.55139 1.25461  -0.06
C12 -0.85155 3.73215 2.36121  -0.06
N1 -0.38278 2.52850 1.98868  -0.04
C13 -0.24880 1.37123 2.82466  -0.03
C14 -1.10496 0.22541 2.24903  -0.49
O2 -2.10507 0.44459 1.60220  0.08
N2 -0.68598 -1.00567 2.60198  0.08
C15 -1.22021 -2.18318 1.95615  -0.11
C16 -0.22207 -2.72314 0.93261  -0.32
C17 -0.77097 -3.87434 0.06352  -0.11
C18 0.35888 -4.91550 0.06891  -0.15
C19 1.51026 -4.16661 0.75392  -0.20
O3 0.89579 -3.25437 1.63049  -0.10
H1 2.66375 0.33851 -1.15113  0.07
H2 3.00111 2.04245 -1.42370  0.09
H3 3.34689 0.86685 -2.69871  0.08
H4 1.87591 1.26012 -4.48604  0.11
H5 -0.38464 1.59748 -5.38483  0.10
H6 -2.30283 1.84908 -3.84528  0.10
H7 -1.92688 1.76700 -1.40370  0.12
H8 -0.43910 4.12332 -0.85867  0.11
H9 -1.25015 5.57358 1.24573  0.09
H10 -1.10180 3.94132 3.38384  0.12
H11 0.79837 1.05925 2.87593  0.13
H12 -0.60958 1.61342 3.82857  0.14
H13 0.24767 -1.12343 2.96538  0.14
H14 -2.14840 -1.89203 1.46127  0.13
H15 -1.41786 -2.95028 2.71021  0.13
H16 0.11529 -1.89049 0.29672  0.14
H17 -0.99775 -3.52125 -0.94012  0.11
H18 -1.68280 -4.27932 0.50041  0.11
H19 0.07683 -5.78681 0.65879  0.11
H20 0.63174 -5.24502 -0.93087  0.11
H21 2.11054 -3.62490 0.00763  0.12
H22 2.16407 -4.80959 1.34361  0.12

Summary:
Charge: 0
Energy relative to the best compared isomer or geometry (same formula, charge and spin) in eV: 1.287
Kohn-Sham gap in eV: 9.040
SMILES string: Cc1ccccc1C(=O)c1cccn1CC(=O)NC[C@@H]1CCCO1


No. 2
Here is C19H22N2O3 in the gas phase at a distorted geometry from the OMol25 dataset. Energies are from the ωB97M-V functional and the def2-TZVPD basis.

Each line ends with the Löwdin charge.
Cartesian coordinates (Å):
C1 0.01887 2.17033 -1.62780  -0.07
C2 1.24337 1.31992 -1.27681  -0.23
N1 1.44478 1.19260 0.16455  -0.16
C3 2.52372 2.00335 0.70432  -0.24
C4 2.19768 3.49291 0.65920  -0.08
C5 1.41709 -0.16635 0.68157  -0.20
C6 0.04411 -0.79567 0.34649  -0.41
O1 -0.09910 -1.92014 -0.07063  0.10
N2 -0.95209 0.08084 0.63731  0.13
C7 -2.33127 -0.05498 0.47138  -0.22
C8 -3.12561 1.05915 0.73037  -0.03
C9 -4.50986 1.01691 0.60142  0.01
C10 -5.06560 -0.17461 0.20554  -0.21
C11 -4.27179 -1.29272 -0.05592  -0.19
C12 -2.90538 -1.26702 0.06739  0.09
O2 -5.07165 -2.33792 -0.42898  0.04
C13 -6.39421 -1.84751 -0.39516  -0.16
O3 -6.38464 -0.49328 0.00177  0.03
C14 2.53031 -1.13052 0.31943  -0.17
C15 3.45603 -0.92021 -0.69151  -0.03
C16 4.43526 -1.86377 -0.95740  -0.08
C17 4.49704 -3.03491 -0.22633  -0.09
C18 3.57449 -3.25659 0.78243  -0.08
C19 2.60616 -2.31022 1.05488  -0.04
H1 -0.90328 1.65028 -1.38538  0.06
H2 0.01919 2.37521 -2.69588  0.07
H3 0.03557 3.11641 -1.09535  0.06
H4 1.10971 0.32804 -1.71701  0.13
H5 2.12572 1.77842 -1.74115  0.11
H6 3.47819 1.82996 0.18190  0.11
H7 2.66593 1.70821 1.74734  0.12
H8 1.24516 3.68626 1.14631  0.07
H9 2.14919 3.85389 -0.36421  0.06
H10 2.97319 4.04923 1.18005  0.07
H11 1.41989 -0.07928 1.78013  0.16
H12 -0.62820 1.00329 0.90655  0.13
H13 -2.65680 1.98144 1.03960  0.11
H14 -5.12094 1.88022 0.80256  0.12
H15 -2.29818 -2.13006 -0.13864  0.11
H16 -6.98818 -2.43765 0.32157  0.14
H17 -6.84587 -1.93504 -1.39667  0.14
H18 3.43290 -0.02113 -1.28529  0.09
H19 5.14996 -1.67908 -1.74649  0.10
H20 5.25799 -3.77082 -0.44052  0.10
H21 3.61119 -4.16897 1.35936  0.10
H22 1.88996 -2.48846 1.84375  0.12

Summary:
Charge: 0
Energy relative to the best compared isomer or geometry (same formula, charge and spin) in eV: 2.087
Kohn-Sham gap in eV: 8.425
SMILES string: CCN(CC)[C@@H](C(=O)Nc1ccc2c(c1)OCO2)c1ccccc1


No. 3
Here is a molecular structure, C19H22N2O3S at a distorted geometry from the OMol25 dataset. Energies are from the ωB97M-V functional and the def2-TZVPD basis.

Each line ends with the Löwdin charge.
Cartesian coordinates (Å):
C1 -7.80541 -0.63974 1.64009  0.04
H1 -7.76396 0.42627 1.35743  0.10
O1 -6.98893 -1.21804 0.51408  -0.02
C2 -5.79685 -0.98235 0.28423  -0.50
C3 -5.12295 -0.16465 0.87141  -0.08
C4 -3.88830 0.21402 0.75589  -0.09
C5 -3.29064 -0.48027 -0.17686  -0.15
C6 -3.92282 -1.31380 -1.16650  0.08
C7 -5.26008 -1.60480 -0.81799  0.08
H2 -5.71580 -2.43044 -1.27383  0.11
H3 -3.47511 -1.66782 -1.83211  -0.01
N1 -1.96781 -0.02590 -0.79142  0.06
C8 -1.15269 0.87652 -0.76120  -0.59
N2 0.17271 1.05884 -0.86955  -0.10
C9 0.86159 -0.29846 -1.05570  -0.02
C10 2.22535 -0.19385 -0.30888  -0.10
C11 3.12120 -1.47464 -0.39022  0.04
C12 4.35135 -1.34328 0.09436  -0.11
C13 5.03185 0.03243 0.43391  -0.23
C14 4.10827 1.10556 0.61258  0.03
C15 2.77650 1.02249 -0.05740  -0.16
C16 1.86501 2.36523 0.16670  -0.05
C17 0.95516 2.26307 -1.05709  -0.21
H4 0.23719 3.06594 -0.96727  0.02
H5 1.47603 2.22206 -2.31707  0.22
H6 2.68937 3.17533 -0.14826  0.16
H7 1.46483 2.20196 0.95918  0.01
H8 4.56504 2.15960 0.82154  0.12
O2 6.13647 -0.17187 1.04072  -0.05
C18 6.84472 0.99978 1.49311  -0.03
H9 6.86743 1.93084 0.60536  0.17
H10 7.79099 0.73173 1.58176  0.03
H11 6.31092 1.46251 2.32014  0.09
O3 5.20940 -2.48560 0.01872  -0.16
C19 4.72580 -3.66104 -0.42450  -0.14
H12 5.63142 -4.08625 -0.27619  0.05
H13 4.50121 -3.53801 -1.65688  0.17
H14 3.90539 -3.93176 0.42661  0.16
H15 2.63651 -2.18475 -0.79821  0.03
H16 0.24212 -0.87254 -0.18381  0.18
H17 0.97033 -0.77258 -1.79029  0.00
S1 -2.04846 2.58431 -0.10842  0.32
H18 -1.57349 -0.88462 -1.25463  0.16
H19 -3.35285 0.90575 1.29984  0.04
H20 -5.71274 0.61046 1.76657  0.21
H21 -8.70257 -1.12946 1.53217  0.06
H22 -7.32207 -0.91517 2.58172  0.10

Summary:
Charge: 0
Energy relative to the best compared isomer or geometry (same formula, charge and spin) in eV: 18.934
Kohn-Sham gap in eV: 7.391


No. 4
Here is C19H22N2O4S in the gas phase at a distorted geometry from the OMol25 dataset. Energies are from the ωB97M-V functional and the def2-TZVPD basis.

Each line ends with the Löwdin charge.
Cartesian coordinates (Å):
C1 -3.03604 5.57581 -0.57808  -0.05
C2 -1.78100 4.78572 -0.37071  -0.27
C3 -1.11962 4.79705 0.85212  -0.03
C4 0.03933 4.06111 1.03399  -0.04
C5 0.53482 3.31626 -0.01620  -0.28
S1 2.00201 2.33108 0.21237  0.68
O1 2.68572 2.73296 1.40611  -0.29
O2 2.76417 2.27743 -1.00210  -0.28
N1 1.27177 0.83147 0.48106  -0.04
C6 1.97864 -0.33715 0.29418  -0.23
C7 3.34682 -0.35585 0.56986  -0.02
C8 4.07916 -1.50972 0.39948  -0.06
C9 3.45917 -2.66950 -0.04738  -0.09
C10 2.10428 -2.66756 -0.30527  -0.03
C11 1.33314 -1.51611 -0.13316  -0.06
C12 -0.12240 -1.49543 -0.42061  -0.40
O3 -0.75493 -0.45600 -0.61672  0.04
N2 -0.73689 -2.69444 -0.48183  0.08
C13 -2.16054 -2.83308 -0.65673  -0.11
C14 -2.76114 -3.59357 0.53687  -0.31
C15 -4.24953 -3.90338 0.33947  -0.13
C16 -4.21416 -5.30452 -0.26826  -0.16
C17 -3.00419 -5.91025 0.43932  -0.19
O4 -2.09507 -4.84643 0.66645  -0.11
C18 -0.10263 3.28926 -1.24235  -0.05
C19 -1.25948 4.02517 -1.41539  -0.03
H1 -3.30575 6.12598 0.31915  0.07
H2 -2.90616 6.28309 -1.39572  0.08
H3 -3.85880 4.91288 -0.84174  0.08
H4 -1.51380 5.38566 1.66747  0.11
H5 0.57375 4.05712 1.97048  0.11
H6 0.32372 0.75224 0.10480  0.08
H7 3.80916 0.55898 0.90296  0.10
H8 5.13880 -1.50857 0.60559  0.11
H9 4.03447 -3.57036 -0.19749  0.10
H10 1.64938 -3.57261 -0.68061  0.11
H11 -0.26761 -3.53103 -0.17247  0.13
H12 -2.58564 -1.83002 -0.73197  0.13
H13 -2.36044 -3.38641 -1.58100  0.13
H14 -2.57318 -3.01458 1.44987  0.15
H15 -4.75995 -3.92342 1.30246  0.12
H16 -4.73382 -3.17122 -0.30200  0.12
H17 -4.04009 -5.25114 -1.34319  0.11
H18 -5.12389 -5.87107 -0.08629  0.11
H19 -3.29700 -6.34534 1.40499  0.12
H20 -2.49413 -6.67584 -0.14997  0.12
H21 0.32158 2.70115 -2.04048  0.12
H22 -1.76807 4.01345 -2.36804  0.12

Summary:
Charge: 0
Energy relative to the best compared isomer or geometry (same formula, charge and spin) in eV: 1.204
Kohn-Sham gap in eV: 9.099
SMILES string: Cc1ccc(S(=O)(=O)Nc2ccccc2C(=O)NC[C@H]2CCCO2)cc1


| no. | E_LUMO (eV) | HOMO energy (Eh) |
| --- | --- | --- |
| 1 | 0.499 | -0.3139 |
| 2 | 0.715 | -0.2834 |
| 3 | 0.485 | -0.2538 |
| 4 | 0.712 | -0.3082 |